Version P
Formula: C5H8O
Source: OMol25
Level of theory: wB97M-V/def2-TZVPD

Its SMILES is C=CCCC=O. As for the spin multiplicity: 1. The value obtained for the LUMO energy is 1.0 eV. Its gap between HOMO and LUMO is 10.54 eV.

Element x y z (Å)
H  1.402  -1.058  1.001
H  2.131  -0.475  -0.573
H  -1.739  1.258  -0.770
H  -0.290  -2.084  -0.626
H  -0.308  -0.550  -1.536
H  2.207  1.195  0.737
C  -1.176  -0.401  0.418
O  0.876  1.679  -0.735
C  1.389  0.912  0.044
C  1.168  -0.555  0.049
C  -0.176  -0.993  -0.544
C  -1.801  0.749  0.190
H  -1.274  -0.893  1.389
H  -2.408  1.216  0.957

In the Löwdin picture, each atom carries the following charge in e: number 1, H, carries 0.12; number 2, H, carries 0.15; number 3, H, carries 0.07; number 4, H, carries 0.11; number 5, H, carries 0.11; number 6, H, carries 0.13; number 7, C, carries -0.20; number 8, O, carries 0.04; number 9, C, carries -0.33; number 10, C, carries -0.17; number 11, C, carries -0.19; number 12, C, carries 0.00; number 13, H, carries 0.10; number 14, H, carries 0.06


Version Q
Formula: C5H8O
Source: OMol25
Level of theory: wB97M-V/def2-TZVPD

Its SMILES is C=C=CCCO. As for the spin multiplicity: 1. The value obtained for the LUMO energy is 0.9 eV. Its gap between HOMO and LUMO is 10.30 eV.

Element x y z (Å)
H  -2.944  -0.359  -0.058
H  -0.807  -1.558  -0.512
H  0.841  -0.066  1.303
C  2.896  0.078  -0.740
C  1.684  -0.021  -0.316
C  -2.026  -0.077  0.472
O  -2.094  1.317  0.664
H  3.223  0.941  -1.255
H  3.589  -0.684  -0.609
C  -0.792  -0.478  -0.332
H  -1.230  1.596  0.985
C  0.537  -0.079  0.279
H  -2.029  -0.610  1.432
H  -0.849  -0.001  -1.313

In the Löwdin picture, each atom carries the following charge in e: number 1, H, carries 0.12; number 2, H, carries 0.12; number 3, H, carries 0.11; number 4, C, carries 0.01; number 5, C, carries -0.12; number 6, C, carries -0.29; number 7, O, carries -0.06; number 8, H, carries 0.05; number 9, H, carries 0.04; number 10, C, carries -0.17; number 11, H, carries 0.07; number 12, C, carries -0.12; number 13, H, carries 0.11; number 14, H, carries 0.12


Top of the stability list: version P, leading by 0.0265 hartree.


Version P
Formula: C5H8O
Source: OMol25
Level of theory: wB97M-V/def2-TZVPD

Its SMILES is C=CCOC=C. As for the spin multiplicity: 1. The value obtained for the LUMO energy is 1.2 eV. Its gap between HOMO and LUMO is 10.11 eV.

Element x y z (Å)
C  0.625  -1.051  0.196
H  -0.032  2.483  -1.470
H  -1.728  0.857  -2.076
O  -1.589  -0.330  -0.471
H  -1.277  -1.684  0.957
H  0.720  -1.530  -0.779
C  -0.259  1.672  -0.788
C  -0.789  -0.764  0.619
H  1.622  -0.253  1.878
C  1.701  -0.760  0.917
H  2.702  -1.003  0.571
H  -0.817  -0.041  1.448
H  0.304  1.624  0.136
C  -1.182  0.779  -1.140

In the Löwdin picture, each atom carries the following charge in e: number 1, C, carries -0.18; number 2, H, carries 0.05; number 3, H, carries 0.12; number 4, O, carries -0.10; number 5, H, carries 0.13; number 6, H, carries 0.12; number 7, C, carries 0.02; number 8, C, carries -0.21; number 9, H, carries 0.06; number 10, C, carries 0.00; number 11, H, carries 0.06; number 12, H, carries 0.13; number 13, H, carries 0.05; number 14, C, carries -0.24


Version Q
Formula: C5H8O
Source: OMol25
Level of theory: wB97M-V/def2-TZVPD

Its SMILES is C=C/C(O)=C/C. As for the spin multiplicity: 1. The value obtained for the LUMO energy is 0.5 eV. Its gap between HOMO and LUMO is 8.77 eV.

Element x y z (Å)
H  -2.053  1.006  -1.376
C  1.927  0.124  1.946
C  0.279  -0.003  0.007
H  2.241  1.056  1.373
H  -1.077  -0.151  -2.309
H  0.568  -1.277  1.766
C  -1.769  -0.039  -1.510
H  0.758  1.578  -0.933
C  0.996  -0.493  1.162
H  -1.373  -1.521  0.010
O  1.211  0.689  -0.865
C  -0.892  -0.631  -0.476
H  1.934  0.179  3.017
H  -2.751  -0.518  -1.811

In the Löwdin picture, each atom carries the following charge in e: number 1, H, carries 0.08; number 2, C, carries 0.01; number 3, C, carries -0.30; number 4, H, carries 0.07; number 5, H, carries 0.06; number 6, H, carries 0.09; number 7, C, carries -0.12; number 8, H, carries 0.12; number 9, C, carries -0.17; number 10, H, carries 0.12; number 11, O, carries -0.03; number 12, C, carries -0.09; number 13, H, carries 0.05; number 14, H, carries 0.10


Version R
Formula: C5H8O
Source: OMol25
Level of theory: wB97M-V/def2-TZVPD

As for the spin multiplicity: 1. The value obtained for the LUMO energy is 0.4 eV. Its gap between HOMO and LUMO is 8.49 eV.

Element x y z (Å)
C  1.359  -0.512  0.055
C  -1.353  0.421  0.002
H  1.855  1.639  0.008
H  2.188  -0.814  0.703
C  -0.315  1.509  -0.012
H  0.766  1.219  1.310
C  1.016  0.971  0.240
H  -1.648  -1.741  -0.095
O  0.273  -1.347  0.379
H  1.679  -0.687  -0.988
C  -0.888  -0.995  -0.346
H  -2.170  0.745  -0.652
H  -1.790  0.440  1.015
H  -0.694  -1.069  -1.430

In the Löwdin picture, each atom carries the following charge in e: number 1, C, carries -0.21; number 2, C, carries -0.22; number 3, H, carries 0.11; number 4, H, carries 0.12; number 5, C, carries 0.04; number 6, H, carries 0.15; number 7, C, carries -0.23; number 8, H, carries 0.12; number 9, O, carries -0.14; number 10, H, carries 0.12; number 11, C, carries -0.22; number 12, H, carries 0.10; number 13, H, carries 0.13; number 14, H, carries 0.12


Top of the stability list: version P, leading by 0.0572 hartree.


Version P
Formula: C5H8O
Source: OMol25
Level of theory: wB97M-V/def2-TZVPD

Its SMILES is CC=C=COC. As for the spin multiplicity: 1. The value obtained for the LUMO energy is 1.0 eV. Its gap between HOMO and LUMO is 9.60 eV.

Element x y z (Å)
H  1.856  0.097  -0.207
H  -2.289  -0.130  2.419
H  -0.639  -0.678  2.664
H  1.673  -1.351  -1.227
O  1.009  0.395  -2.092
H  -0.918  0.952  -2.367
C  -0.895  0.531  0.927
H  -1.644  -1.455  1.425
H  2.910  -0.123  -1.635
C  1.907  -0.280  -1.234
C  -1.400  -0.500  1.894
H  -0.710  1.509  1.375
C  -0.241  0.602  -1.593
C  -0.619  0.430  -0.348

In the Löwdin picture, each atom carries the following charge in e: number 1, H, carries 0.08; number 2, H, carries 0.07; number 3, H, carries 0.07; number 4, H, carries 0.10; number 5, O, carries -0.14; number 6, H, carries 0.12; number 7, C, carries -0.17; number 8, H, carries 0.07; number 9, H, carries 0.09; number 10, C, carries -0.09; number 11, C, carries -0.11; number 12, H, carries 0.11; number 13, C, carries -0.17; number 14, C, carries -0.04


Version Q
Formula: C5H8O
Source: OMol25
Level of theory: wB97M-V/def2-TZVPD

Its SMILES is C1C[C@@H]2C[C@@H]2O1. As for the spin multiplicity: 1. The value obtained for the LUMO energy is 1.2 eV. Its gap between HOMO and LUMO is 10.55 eV.

Element x y z (Å)
C  0.660  -0.945  -0.157
C  1.644  0.171  -0.317
C  -1.505  -0.302  -0.326
H  -0.499  1.567  -0.508
H  1.106  -1.865  0.211
C  -0.739  0.871  0.302
H  1.514  0.999  -1.007
O  -0.488  -1.084  -0.947
H  2.689  -0.160  -0.308
H  0.636  0.036  1.876
H  -2.046  -0.907  0.420
H  -2.219  0.013  -1.094
H  -1.303  1.424  1.060
C  0.550  0.183  0.797

In the Löwdin picture, each atom carries the following charge in e: number 1, C, carries -0.33; number 2, C, carries -0.03; number 3, C, carries -0.19; number 4, H, carries 0.11; number 5, H, carries 0.15; number 6, C, carries -0.13; number 7, H, carries 0.10; number 8, O, carries -0.08; number 9, H, carries 0.10; number 10, H, carries 0.13; number 11, H, carries 0.12; number 12, H, carries 0.12; number 13, H, carries 0.11; number 14, C, carries -0.19


Version R
Formula: C5H8O
Source: OMol25
Level of theory: wB97M-V/def2-TZVPD

Its SMILES is CC=C=C(C)O. As for the spin multiplicity: 1. The value obtained for the LUMO energy is 0.9 eV. Its gap between HOMO and LUMO is 9.44 eV.

Element x y z (Å)
H  -0.132  3.050  -0.399
C  0.169  -1.849  -0.769
C  0.645  0.024  0.792
H  1.656  1.873  1.035
H  0.939  -1.378  -1.386
H  -0.770  -1.880  -1.335
O  -1.088  -1.529  1.233
H  0.461  -2.879  -0.547
C  0.827  1.311  0.609
C  -0.060  -1.048  0.474
H  -1.188  1.688  -0.003
H  -0.033  1.545  -1.325
H  -1.246  -0.891  1.944
C  -0.179  1.964  -0.322

In the Löwdin picture, each atom carries the following charge in e: number 1, H, carries 0.06; number 2, C, carries -0.03; number 3, C, carries -0.02; number 4, H, carries 0.09; number 5, H, carries 0.09; number 6, H, carries 0.09; number 7, O, carries 0.04; number 8, H, carries 0.08; number 9, C, carries -0.16; number 10, C, carries -0.41; number 11, H, carries 0.08; number 12, H, carries 0.08; number 13, H, carries 0.11; number 14, C, carries -0.10


Top of the stability list: version Q, leading by 0.0109 hartree.


Version P
Formula: C3H6N2O2S
Source: OMol25
Level of theory: wB97M-V/def2-TZVPD

As for the spin multiplicity: 1. The value obtained for the LUMO energy is 0.0 eV. Its gap between HOMO and LUMO is 8.14 eV.

Element x y z (Å)
C  1.660  -0.940  -0.761
C  -0.232  0.906  1.774
H  -1.849  -0.868  -2.377
O  0.496  0.172  0.858
C  0.343  -0.360  -0.451
H  -1.984  1.747  2.263
O  -0.706  -0.703  -2.349
H  1.153  -0.849  -2.144
S  0.836  1.568  2.963
H  2.764  -0.279  -0.528
N  -0.680  -0.100  -1.086
N  -1.439  1.240  1.507
H  -2.024  0.727  0.770
H  1.662  -2.262  -0.439

In the Löwdin picture, each atom carries the following charge in e: number 1, C, carries -0.02; number 2, C, carries -0.91; number 3, H, carries 0.23; number 4, O, carries -0.12; number 5, C, carries -0.50; number 6, H, carries 0.15; number 7, O, carries -0.15; number 8, H, carries 0.19; number 9, S, carries 0.53; number 10, H, carries 0.17; number 11, N, carries 0.00; number 12, N, carries 0.11; number 13, H, carries 0.14; number 14, H, carries 0.17


Version Q
Formula: C3H6N2O2S
Source: OMol25
Level of theory: wB97M-V/def2-TZVPD

As for the spin multiplicity: 1. The value obtained for the LUMO energy is 0.5 eV. Its gap between HOMO and LUMO is 9.27 eV.

Element x y z (Å)
S  2.334  0.127  1.339
O  0.100  0.747  -1.725
H  -1.337  -0.474  2.457
C  1.664  -0.076  -0.293
H  1.064  0.100  1.762
H  -2.578  -1.131  -0.042
C  -0.896  -0.171  0.529
O  2.057  -0.725  -1.183
H  0.557  -0.030  -2.195
N  -1.699  -0.532  -0.411
N  -0.712  -0.118  1.729
H  0.439  1.869  -0.203
C  0.472  0.807  -0.419
H  -1.464  -0.393  -1.345

In the Löwdin picture, each atom carries the following charge in e: number 1, S, carries 0.83; number 2, O, carries -0.08; number 3, H, carries 0.08; number 4, C, carries -0.80; number 5, H, carries -0.16; number 6, H, carries 0.20; number 7, C, carries -0.43; number 8, O, carries 0.07; number 9, H, carries 0.14; number 10, N, carries 0.14; number 11, N, carries 0.08; number 12, H, carries 0.14; number 13, C, carries -0.26; number 14, H, carries 0.06


Top of the stability list: version Q, leading by 0.1582 hartree.


Version P
Formula: C3H6N2O2S
Source: OMol25
Level of theory: wB97M-V/def2-TZVPD

As for the spin multiplicity: 1. The value obtained for the LUMO energy is 0.1 eV. Its gap between HOMO and LUMO is 8.38 eV.

Element x y z (Å)
O  2.922  -0.598  -0.798
C  -0.163  -0.722  1.167
O  0.520  1.664  0.484
H  -0.180  0.034  2.108
N  -0.607  1.203  -0.160
H  -0.719  -1.501  1.557
H  3.120  0.309  -1.241
N  1.745  0.046  -0.188
H  -0.932  1.956  -0.882
C  1.186  -0.871  0.457
H  1.160  1.029  0.070
S  -2.456  -0.490  -0.530
H  1.830  -1.859  0.706
C  -1.105  0.028  0.228

In the Löwdin picture, each atom carries the following charge in e: number 1, O, carries -0.04; number 2, C, carries -0.12; number 3, O, carries -0.09; number 4, H, carries 0.19; number 5, N, carries -0.10; number 6, H, carries 0.07; number 7, H, carries 0.15; number 8, N, carries 0.01; number 9, H, carries 0.20; number 10, C, carries -0.06; number 11, H, carries -0.14; number 12, S, carries 0.61; number 13, H, carries 0.19; number 14, C, carries -0.89


Version Q
Formula: C3H6N2O2S
Source: OMol25
Level of theory: wB97M-V/def2-TZVPD

As for the spin multiplicity: 1. The value obtained for the LUMO energy is 0.3 eV. Its gap between HOMO and LUMO is 8.94 eV.

Element x y z (Å)
C  0.713  0.386  0.699
N  -0.028  1.471  0.179
S  0.848  -2.055  -2.295
H  1.726  -1.422  0.255
C  0.725  -1.105  0.400
H  0.177  -1.492  1.271
C  0.007  -1.365  -1.022
H  1.662  0.576  1.696
O  0.564  2.639  0.712
H  -0.067  3.358  0.647
H  -1.852  -0.644  -1.844
O  -1.793  -0.292  0.035
H  -1.515  0.553  0.380
N  -1.168  -0.609  -1.113

In the Löwdin picture, each atom carries the following charge in e: number 1, C, carries -0.08; number 2, N, carries -0.04; number 3, S, carries 0.60; number 4, H, carries 0.07; number 5, C, carries -0.18; number 6, H, carries 0.12; number 7, C, carries -0.75; number 8, H, carries 0.21; number 9, O, carries -0.09; number 10, H, carries 0.09; number 11, H, carries 0.14; number 12, O, carries -0.07; number 13, H, carries 0.04; number 14, N, carries -0.08


Version R
Formula: C3H6N2O2S
Source: OMol25
Level of theory: wB97M-V/def2-TZVPD

Its SMILES is NNC(=O)CSC=O. As for the spin multiplicity: 1. The value obtained for the LUMO energy is 0.6 eV. Its gap between HOMO and LUMO is 10.45 eV.

Element x y z (Å)
H  2.983  0.736  0.070
C  0.776  -0.782  0.118
S  -1.923  -1.037  -0.537
N  1.032  0.542  0.059
H  -3.209  0.945  -0.992
H  -0.871  -0.498  1.502
H  2.360  0.603  -1.438
C  -2.346  0.670  -0.383
O  -1.785  1.468  0.341
O  1.574  -1.622  -0.258
C  -0.598  -1.148  0.689
N  2.203  1.047  -0.522
H  0.327  1.231  0.334
H  -0.522  -2.154  1.015

In the Löwdin picture, each atom carries the following charge in e: number 1, H, carries 0.09; number 2, C, carries -0.56; number 3, S, carries 0.97; number 4, N, carries -0.03; number 5, H, carries 0.08; number 6, H, carries 0.08; number 7, H, carries 0.09; number 8, C, carries -0.57; number 9, O, carries -0.05; number 10, O, carries 0.05; number 11, C, carries -0.37; number 12, N, carries 0.03; number 13, H, carries 0.12; number 14, H, carries 0.07


Top of the stability list: version R, leading by 0.1984 hartree.